6
Properties=species:S:1:pos:R:3 method="wB97M-V/def2-TZVPD" e_homo_ha=-0.34807 relative_energy_kcal_mol=103.9
C 0.59020 -0.68346 -0.25035
N -0.43667 0.86917 -0.12277
O -0.00826 -1.59858 0.15133
F -1.71045 0.44322 0.14603
H 1.56010 -0.28241 -0.67203
H 0.00508 1.25206 0.74778